{"formula": "C50H55BrF5N4O2PPbSSbSi3", "method": "wB97M-V/def2-TZVPD", "species": ["Pb", "Br", "C", "C", "C", "C", "C", "C", "N", "C", "C", "C", "C", "C", "C", "N", "H", "H", "H", "H", "H", "H", "H", "H", "H", "O", "N", "C", "C", "C", "C", "C", "S", "H", "H", "H", "H", "F", "C", "C", "F", "C", "F", "C", "O", "C", "F", "C", "F", "C", "Si", "C", "C", "Sb", "Si", "C", "C", "C", "Si", "C", "C", "C", "H", "H", "H", "H", "H", "H", "H", "H", "H", "H", "H", "H", "H", "H", "H", "H", "H", "H", "H", "H", "H", "H", "H", "H", "H", "H", "H", "N", "P", "C", "C", "C", "C", "C", "C", "C", "C", "C", "C", "C", "C", "C", "C", "C", "C", "C", "C", "H", "H", "H", "H", "H", "H", "H", "H", "H", "H", "H", "H", "H", "H", "H"], "coordinates": [[1.07544, 0.07151, 0.47007], [-2.12369, -0.77831, -6.42789], [-1.26079, -1.15598, -4.76845], [-0.97048, -0.10717, -3.90722], [-0.34601, -0.36401, -2.70161], [0.06210, -1.67689, -2.35005], [-0.25637, -2.69971, -3.25633], [-0.91721, -2.45173, -4.45337], [0.71590, -1.84412, -1.15041], [1.22550, -3.02792, -0.81185], [1.88947, -3.23441, 0.41893], [2.34920, -4.52251, 0.79757], [2.96103, -4.69568, 2.00877], [3.12915, -3.59519, 2.86400], [2.65536, -2.37088, 2.43270], [2.06104, -2.18055, 1.25999], [-1.21162, 0.91486, -4.16455], [-0.91472, 1.24340, -1.69601], [-0.00530, -3.72343, -3.01880], [-1.15485, -3.26327, -5.12789], [1.14264, -3.89670, -1.46071], [2.19545, -5.35509, 0.12138], [3.30638, -5.67888, 2.30817], [3.59263, -3.69048, 3.83517], [2.73908, -1.49245, 3.06292], [-0.09119, 0.64914, -1.83898], [-2.17224, 2.28035, -1.55332], [-3.06403, 2.46747, -2.53128], [-4.10524, 3.36513, -2.47248], [-4.22266, 4.12297, -1.30118], [-3.32036, 3.94703, -0.28703], [-2.26256, 3.00172, -0.40533], [-1.13248, 2.77404, 0.86108], [-2.92928, 1.84349, -3.40929], [-4.79876, 3.46489, -3.29568], [-5.02560, 4.84456, -1.19413], [-3.38516, 4.51403, 0.63152], [3.46009, 1.72147, 7.49109], [2.71863, 1.23700, 6.46417], [1.94349, 0.10214, 6.62004], [1.93242, -0.52779, 7.81525], [1.18869, -0.38940, 5.57555], [0.46132, -1.50800, 5.79854], [1.13488, 0.21519, 4.28658], [0.43389, -0.22563, 3.32848], [1.96261, 1.37190, 4.18591], [2.01060, 2.01633, 3.00440], [2.71917, 1.86304, 5.22788], [3.47622, 2.96433, 5.05489], [-2.00366, -4.28094, 0.60506], [-2.33350, -3.26734, 2.16138], [-3.80601, -4.10004, 3.00411], [-0.87815, -3.45500, 3.32569], [-2.34229, -0.81915, 1.39380], [-4.38503, -1.10632, -0.13664], [-5.63706, -2.46878, 0.26394], [-3.71244, -1.52809, -1.84395], [-5.41111, 0.46906, -0.28011], [-3.61430, 0.27249, 3.33611], [-5.08488, -0.72020, 3.98408], [-2.45330, 0.56032, 4.77237], [-4.27382, 1.94625, 2.79833], [-1.77868, -5.31855, 0.87035], [-1.15338, -3.87598, 0.05225], [-2.86760, -4.27939, -0.06438], [-3.52559, -5.14542, 3.16960], [-4.71281, -4.08052, 2.40125], [-4.03512, -3.65914, 3.97312], [-0.63670, -4.51154, 3.48043], [-1.08671, -2.99987, 4.29549], [0.00147, -2.94413, 2.93415], [-5.20204, -3.46230, 0.14343], [-6.47833, -2.38050, -0.43125], [-6.02584, -2.39297, 1.28017], [-3.26066, -2.52303, -1.85278], [-2.93816, -0.82507, -2.15503], [-4.51228, -1.50803, -2.59096], [-6.16151, 0.50969, 0.51326], [-5.93184, 0.47528, -1.24171], [-4.80751, 1.37433, -0.21782], [-4.75616, -1.62317, 4.49708], [-5.77414, -1.01448, 3.19113], [-5.63325, -0.10345, 4.70319], [-2.01187, -0.36830, 5.13360], [-2.99217, 1.04317, 5.59394], [-1.63018, 1.20224, 4.45882], [-5.08972, 1.86651, 2.08025], [-3.46884, 2.52666, 2.34043], [-4.63863, 2.48787, 3.67683], [3.04002, 0.69220, -0.45669], [3.47295, 1.47552, -1.69175], [2.95295, 0.84229, -3.33476], [3.01115, -0.53964, -3.50859], [2.65101, -1.11406, -4.71659], [2.21281, -0.31347, -5.76387], [2.13071, 1.05986, -5.59351], [2.49988, 1.63566, -4.38363], [3.03130, 3.25490, -1.79985], [3.85494, 4.24456, -2.32976], [3.43178, 5.56715, -2.36554], [2.18357, 5.91341, -1.86650], [1.36158, 4.93614, -1.32165], [1.78665, 3.61714, -1.28961], [5.30279, 1.50899, -1.89373], [6.05634, 1.37945, -0.73031], [7.44177, 1.39421, -0.78428], [8.09002, 1.52956, -2.00550], [7.34696, 1.64445, -3.17188], [5.95899, 1.63321, -3.11431], [3.31393, -1.15811, -2.67017], [2.68293, -2.19038, -4.83375], [1.90413, -0.76256, -6.70012], [1.75839, 1.68384, -6.39731], [2.42431, 2.70855, -4.25384], [4.83549, 3.98828, -2.71332], [4.08411, 6.33000, -2.77516], [1.85989, 6.94761, -1.88626], [0.39693, 5.18760, -0.89843], [1.14773, 2.87270, -0.83511], [5.52522, 1.24411, 0.20486], [8.01851, 1.29252, 0.12701], [9.17281, 1.53527, -2.04921], [7.84794, 1.73594, -4.12841], [5.38149, 1.71116, -4.02867]], "atomic_forces_ev_per_a": [[0.18, 0.17, 0.09], [0.00, 0.00, 0.00], [0.05, 0.04, -0.03], [0.01, -0.02, -0.08], [0.04, 0.10, 0.07], [-0.05, -0.04, 0.03], [-0.01, 0.02, 0.03], [0.00, -0.01, -0.03], [0.07, 0.07, -0.07], [0.00, -0.03, 0.00], [-0.01, -0.04, 0.00], [0.00, 0.01, -0.02], [0.01, -0.01, 0.03], [0.00, -0.02, -0.01], [0.02, 0.03, 0.03], [-0.02, 0.02, -0.10], [0.04, -0.01, -0.01], [0.07, 0.17, -0.18], [0.00, -0.02, -0.01], [-0.01, -0.01, 0.00], [0.01, 0.00, -0.01], [0.00, 0.00, 0.00], [0.00, 0.00, 0.00], [0.01, 0.00, 0.01], [0.01, 0.00, 0.01], [-0.02, -0.15, 0.12], [-0.04, -0.07, 0.06], [-0.02, -0.04, 0.00], [0.00, 0.01, 0.01], [-0.02, 0.01, -0.02], [-0.01, -0.02, 0.04], [0.07, 0.00, 0.02], [-0.04, 0.10, -0.12], [-0.05, 0.02, 0.00], [0.00, -0.01, -0.01], [0.00, 0.00, 0.01], [0.00, 0.00, -0.01], [0.00, 0.00, 0.00], [0.00, 0.00, 0.00], [0.01, 0.01, -0.01], [0.00, 0.01, 0.00], [0.02, 0.01, 0.01], [-0.03, 0.01, -0.01], [-0.10, 0.01, 0.01], [0.08, -0.08, 0.01], [0.02, -0.01, 0.06], [0.00, 0.01, -0.02], [-0.01, -0.02, -0.01], [0.00, 0.00, 0.01], [-0.03, 0.04, -0.01], [0.24, -0.06, -0.01], [-0.03, 0.09, -0.03], [-0.05, -0.02, -0.03], [-0.38, -0.09, 0.10], [0.02, -0.04, -0.17], [0.04, 0.01, 0.04], [-0.03, 0.02, 0.06], [0.04, 0.00, 0.05], [0.00, 0.09, -0.01], [0.01, 0.00, -0.02], [0.03, -0.03, -0.03], [0.04, -0.01, -0.04], [0.01, -0.02, 0.00], [0.03, 0.01, 0.00], [-0.02, -0.01, -0.01], [-0.01, -0.02, 0.01], [-0.03, 0.00, -0.03], [0.02, 0.03, 0.06], [0.00, -0.02, 0.01], [0.00, 0.02, 0.02], [0.04, 0.02, -0.02], [0.01, -0.02, 0.00], [-0.01, -0.02, -0.01], [-0.02, 0.02, 0.02], [0.02, -0.01, -0.01], [-0.03, 0.02, 0.00], [-0.01, -0.02, -0.01], [-0.01, 0.01, 0.02], [-0.03, -0.01, -0.02], [0.05, 0.05, -0.05], [0.01, -0.05, 0.02], [-0.01, 0.01, -0.03], [-0.02, 0.01, 0.01], [0.04, -0.06, 0.03], [0.00, 0.00, 0.01], [0.05, 0.03, -0.02], [-0.02, -0.01, 0.00], [0.01, 0.00, 0.02], [-0.01, 0.00, 0.03], [-0.11, -0.13, 0.12], [0.05, -0.01, -0.08], [-0.03, -0.03, 0.02], [0.01, 0.00, 0.04], [-0.04, -0.02, -0.03], [-0.04, -0.04, 0.00], [-0.03, 0.01, 0.01], [0.02, 0.03, 0.00], [-0.06, 0.00, 0.05], [0.01, 0.01, -0.06], [0.02, 0.01, -0.01], [-0.01, 0.01, 0.02], [0.00, 0.03, -0.01], [0.08, 0.00, 0.01], [-0.01, 0.02, 0.04], [-0.03, -0.02, 0.00], [0.03, 0.01, 0.00], [0.01, 0.00, 0.01], [0.00, 0.00, 0.00], [0.00, 0.00, -0.02], [0.00, 0.00, 0.01], [0.00, 0.00, 0.01], [0.00, -0.01, 0.00], [0.00, 0.01, 0.00], [-0.01, 0.01, 0.00], [-0.01, 0.01, 0.01], [0.00, 0.00, 0.00], [0.00, 0.00, 0.00], [-0.02, -0.02, 0.00], [-0.08, -0.05, 0.03], [0.00, 0.00, 0.01], [0.00, 0.00, 0.01], [0.01, 0.00, 0.00], [0.00, 0.00, -0.01], [0.00, 0.00, -0.01]], "mulliken_charge": [1.438, -0.266, -0.733, -0.396, 0.459, 1.015, -1.199, -0.793, 1.024, -0.953, 0.332, -1.072, -0.401, -0.866, -0.808, 0.616, 0.787, -0.070, 0.337, 0.429, 0.075, 0.416, 0.367, 0.451, 0.527, 0.086, -0.030, -0.225, -1.015, -0.232, -1.052, 0.279, -0.308, 0.221, 0.419, 0.352, 0.382, -0.362, 0.677, 0.164, -0.357, -0.046, -0.389, 0.029, 0.865, -0.188, -0.261, 0.001, -0.355, -0.599, 0.694, -1.211, -0.352, -1.666, 0.486, -1.209, -0.186, -0.616, 0.426, -1.044, -0.884, -0.711, 0.462, -0.085, 0.227, 0.376, 0.269, 0.338, 0.455, 0.186, -0.299, 0.272, 0.405, 0.193, 0.232, -0.422, 0.533, 0.377, 0.452, -0.218, 0.248, 0.186, 0.392, 0.123, 0.485, 0.078, 0.261, -0.043, 0.500, -0.183, 0.855, 0.296, -0.160, -0.537, -0.421, -0.896, -0.055, -0.134, -0.294, -0.658, -0.574, -0.548, 0.587, 0.055, -0.512, -0.631, -0.414, -0.727, -0.218, 0.256, 0.330, 0.372, 0.375, 0.380, 0.296, 0.383, 0.366, 0.487, -0.554, 0.453, 0.391, 0.345, 0.382, 0.423], "charge": -2, "s2": 0.7744, "e_homo_ev": [-1.1, -2.4], "e_above_lowest_kj_mol": 0.00, "lumo_energy_ev": [3.7, 3.7], "spin_multiplicity": 2, "homo_lumo_gap_ev": [4.828, 6.123]}